Here is a 2-piece molecular cluster, C4H10NO overall at a distorted geometry from the Open Molecules 2025 dataset. Energies are from wB97M-V/def2-TZVPD.

- HOMO-LUMO gap: 9.43 eV
- Molar mass: 88.1 g/mol
- Net charge: +1
- LUMO energy: -4.9808 eV
- Electronic energy: -288.10847 hartree
- Multiplicity: 1
- HOMO level: -14.4 eV
- Energy relative to the best compared isomer or geometry (same formula, charge and spin): 1.486 eV

CARTESIAN COORDINATES (ANGSTROEM)
C  0.661236  1.758060  -0.255555
C  1.135346  0.420406  0.230842
C  2.298361  -0.115267  -0.123852
C  -1.049456  -0.365112  0.958258
N  0.228890  -0.453947  0.932896
H  -0.040534  1.632441  -1.085324
H  1.521548  2.342893  -0.579359
H  0.155010  2.316592  0.527262
H  2.660734  -1.090277  0.161007
H  2.952818  0.398219  -0.809802
H  -1.545752  -0.827996  1.805462
H  -1.564398  0.115440  0.148976
H  0.677249  -0.956714  1.693579
H  -2.457349  -1.835707  -1.932799
H  -3.278614  -1.678957  -0.674141
O  -2.355086  -1.660071  -0.997444

Atoms 1-2, force components in eV/Å:
C -0.346 -0.325 0.134
C 0.508 -0.657 -1.525

***

Here is a 2-piece molecular cluster, C2H5IN overall at a distorted geometry from the Open Molecules 2025 dataset. Energies are from wB97M-V/def2-TZVPD.

- HOMO-LUMO gap: 6.74 eV
- Molar mass: 170.0 g/mol
- Net charge: +1
- LUMO energy: -5.9467 eV
- Electronic energy: -431.26695 hartree
- Multiplicity: 1
- HOMO level: -12.7 eV
- Energy relative to the best compared isomer or geometry (same formula, charge and spin): 2.398 eV

CARTESIAN COORDINATES (ANGSTROEM)
C  -0.930212  -0.377233  -0.631207
C  -2.022835  -0.065519  0.236056
N  -1.367702  0.966671  -0.048239
I  3.948635  -0.333028  0.410812
H  0.074523  -0.676668  -0.226393
H  -1.034106  -0.414171  -1.654920
H  -2.952510  -0.336861  0.780512
H  5.410317  -0.676927  0.945002
H  -1.126108  1.913733  0.188378

Atoms 1-2, force components in eV/Å:
C 3.197 0.723 1.519
C -1.709 1.057 0.899

***

Here is the molecule C11H18N3O2PS at a distorted geometry from the Open Molecules 2025 dataset. Energies are from wB97M-V/def2-TZVPD.

- HOMO-LUMO gap: 9.63 eV
- Molar mass: 287.3 g/mol
- SMILES string: COCCC[C@@](C#N)([PH2]=S)[C@@H](C#N)CCC(N)=O
- Net charge: 0
- LUMO energy: 0.3790 eV
- Electronic energy: -1484.19518 hartree
- Multiplicity: 1
- HOMO level: -9.3 eV
- Energy relative to the best compared isomer or geometry (same formula, charge and spin): 0.000 eV

CARTESIAN COORDINATES (ANGSTROEM)
C  3.669981  -0.146505  0.507862
O  2.812548  0.951777  0.786611
C  2.587061  1.821299  -0.304982
C  1.092248  2.043334  -0.586413
C  0.199672  1.748068  0.619572
C  -0.286563  0.285839  0.754088
C  0.511699  -0.613172  -0.082407
N  1.117378  -1.100383  -0.939346
P  0.066884  -0.263059  2.505932
S  -1.091742  0.490001  3.857268
C  -1.772171  0.065880  0.385316
C  -2.634348  1.077620  0.986990
N  -3.192684  1.987318  1.433797
C  -2.081153  0.007358  -1.144449
C  -2.736153  -1.315970  -1.581709
C  -1.777109  -2.442794  -1.894176
N  -1.369844  -3.298127  -0.873800
O  -1.401763  -2.623790  -3.024552
H  3.675577  -0.422455  -0.538974
H  3.297911  -1.005131  1.060134
H  4.666471  0.070572  0.881921
H  3.074351  1.498223  -1.220059
H  3.021427  2.786081  -0.049062
H  0.784862  1.519178  -1.482749
H  0.965985  3.095113  -0.820800
H  -0.626250  2.446044  0.619870
H  0.787258  1.987181  1.499288
H  1.422499  0.027607  2.735380
H  0.000364  -1.675306  2.416138
H  -2.076508  -0.889318  0.805771
H  -2.833373  0.760282  -1.336312
H  -1.226155  0.269276  -1.754670
H  -3.330513  -1.118525  -2.459784
H  -3.429174  -1.652972  -0.812258
H  -0.383042  -3.482499  -0.991722
H  -1.505623  -2.888060  0.042290

Atoms 1-2, force components in eV/Å:
C -0.088 -0.003 0.642
O -0.123 -0.466 -0.462

***

Here is the molecule C5H11ClN2 at a distorted geometry from the Open Molecules 2025 dataset. Energies are from wB97M-V/def2-TZVPD.

- HOMO-LUMO gap: 9.87 eV
- Molar mass: 134.6 g/mol
- SMILES string: CC(C)(C)/C(N)=N/Cl
- Net charge: 0
- LUMO energy: 0.7444 eV
- Electronic energy: -766.75905 hartree
- Multiplicity: 1
- HOMO level: -9.1 eV
- Energy relative to the best compared isomer or geometry (same formula, charge and spin): 1.316 eV

CARTESIAN COORDINATES (ANGSTROEM)
C  1.114308  0.091028  -0.071942
C  -0.831228  -1.293658  0.662146
C  -0.709232  -0.355435  -1.605881
C  -1.044864  1.264111  0.461540
C  -0.356857  -0.040247  -0.168741
N  1.757995  -0.951678  -0.474538
N  1.592691  1.169045  0.697793
Cl  3.458607  -1.086926  -0.185374
H  -1.913451  -1.310413  0.764624
H  -0.345201  -1.126990  1.741224
H  -0.397119  -2.282293  0.238258
H  -1.756982  -0.528887  -1.840190
H  -0.324513  -1.359705  -1.845613
H  -0.273470  0.388446  -2.275854
H  -1.092767  1.267267  1.544244
H  -0.511235  2.075446  0.084429
H  -2.074071  1.228961  0.130694
H  1.057929  1.527352  1.377872
H  2.649459  1.324575  0.765316

Atoms 1-2, force components in eV/Å:
C 2.102 -0.156 2.488
C 2.627 -0.005 1.760

***

Here is a 2-piece molecular cluster, C8H8N2OS overall at a distorted geometry from the Open Molecules 2025 dataset. Energies are from wB97M-V/def2-TZVPD.

- HOMO-LUMO gap: 8.20 eV
- Molar mass: 180.2 g/mol
- Net charge: 0
- LUMO energy: 0.4418 eV
- Electronic energy: -892.47007 hartree
- Multiplicity: 1
- HOMO level: -7.8 eV
- Energy relative to the best compared isomer or geometry (same formula, charge and spin): 2.509 eV

CARTESIAN COORDINATES (ANGSTROEM)
C  -1.978995  0.913538  -0.902210
C  0.866440  2.652381  0.924112
C  0.124113  0.687805  0.261861
C  -1.080479  1.456890  -0.131481
C  0.109740  -0.653869  0.144746
C  1.835516  -1.872098  0.823695
C  -1.908355  -0.525723  -1.318922
C  -1.220715  -1.364752  -0.203579
N  1.222930  1.486626  0.649632
N  2.837507  -1.044806  0.698675
O  1.736119  -2.966033  1.176183
S  -0.858037  3.093580  0.348256
H  -2.688895  1.580777  -1.350664
H  1.300153  3.495133  1.476024
H  -2.903892  -0.784830  -1.675409
H  -1.256249  -0.747188  -2.272552
H  -0.843145  -2.363444  -0.645486
H  -1.844086  -1.464102  0.660051
H  2.819466  -0.107080  0.430748
H  3.730865  -1.472804  0.906320

Atoms 1-2, force components in eV/Å:
C -0.908 -0.211 -1.396
C -2.422 1.621 -0.562

***

Here is a 2-piece molecular cluster, C3H7NO3S overall at a distorted geometry from the Open Molecules 2025 dataset. Energies are from wB97M-V/def2-TZVPD.

- HOMO-LUMO gap: 5.84 eV
- Molar mass: 137.2 g/mol
- Net charge: -2
- LUMO energy: 6.0849 eV
- Electronic energy: -797.20218 hartree
- Multiplicity: 1
- HOMO level: 0.2 eV
- Energy relative to the best compared isomer or geometry (same formula, charge and spin): 0.353 eV

CARTESIAN COORDINATES (ANGSTROEM)
C  0.979982  0.849299  0.623722
C  1.549952  -0.284056  1.504812
S  2.239257  0.360816  3.121014
N  0.715001  0.426519  -0.733621
C  -0.610739  0.105690  -1.178232
O  -1.526351  0.684014  -0.523867
O  -0.714407  -0.532000  -2.247367
H  0.084054  1.288677  1.050048
H  1.731125  1.637149  0.649491
H  2.426175  -0.808971  1.129932
H  0.731467  -0.978510  1.738230
H  1.513219  -0.104609  -1.075124
H  -3.114582  -0.597923  -0.616379
H  -2.679234  -0.905292  -2.062187
O  -3.324914  -1.140797  -1.380471

Atoms 1-2, force components in eV/Å:
C 0.794 -0.398 0.352
C -0.409 0.708 1.450